# 1
{
  "formula": "C4H8O2",
  "method": "ωB97M-V with the def2-TZVPD basis set",
  "symbols": ["C", "C", "O", "C", "C", "O", "H", "H", "H", "H", "H", "H", "H", "H"],
  "positions_angstrom": [[1.065768, 0.078446, 0.907205], [1.046295, 0.775567, -0.441694], [-0.241874, 1.198376, -0.796075], [-1.100635, 0.055430, -0.830562], [-1.089663, -0.698255, 0.494498], [0.230227, -1.074712, 0.831257], [2.082222, -0.270611, 1.067064], [0.746104, 0.666206, 1.787950], [1.889855, 1.220261, -0.947933], [1.502467, -0.025486, -1.193270], [-2.108037, 0.404465, -1.077458], [-0.737521, -0.612078, -1.625323], [-1.521050, -0.069841, 1.291189], [-1.684963, -1.617469, 0.421940]],
  "forces_ev_per_angstrom": [[0.503, 0.141, -0.190], [0.879, -2.652, -1.754], [0.292, -0.080, -0.179], [-0.086, -0.071, -0.101], [-0.154, 0.154, -0.101], [0.080, -0.018, 0.141], [0.061, -0.166, 0.262], [0.111, 0.212, -0.556], [0.179, 2.872, 1.444], [-2.118, -0.598, 1.046], [0.165, 0.008, 0.061], [-0.138, 0.028, 0.065], [0.072, -0.035, -0.107], [0.155, 0.204, -0.031]],
  "lowdin_charge": [-0.18, -0.22, -0.12, -0.18, -0.20, -0.14, 0.12, 0.13, 0.11, 0.15, 0.13, 0.13, 0.13, 0.13],
  "homo_lumo_gap_ev": 10.61,
  "multiplicity": 1,
  "total_energy_ha": -307.6105,
  "homo_energy_ev": -9.534,
  "smiles": "C1COCCO1",
  "charge": 0,
  "relative_energy_kj_mol": 267.64
}

# 2
{
  "formula": "C20H23F2N2O",
  "method": "ωB97M-V with the def2-TZVPD basis set",
  "symbols": ["F", "C", "C", "C", "C", "C", "C", "C", "C", "C", "F", "C", "C", "C", "C", "H", "H", "H", "H", "H", "H", "H", "H", "H", "C", "N", "C", "C", "C", "C", "C", "C", "N", "O", "H", "H", "H", "H", "H", "H", "H", "H", "H", "H", "H", "H", "H", "H"],
  "positions_angstrom": [[-5.272112, 0.392081, 0.970935], [-3.994414, 0.021768, 1.288840], [-3.705311, -1.324750, 1.475520], [-2.444292, -1.663029, 1.969670], [-1.470315, -0.686381, 2.317145], [-0.199482, -1.157054, 2.889056], [1.138037, -0.743804, 2.382253], [2.117016, -1.762067, 2.313060], [3.420145, -1.499696, 1.873680], [3.752974, -0.172592, 1.579156], [5.063554, 0.130573, 1.314157], [2.832508, 0.882163, 1.689455], [1.533423, 0.592254, 2.151099], [-1.794096, 0.653304, 2.056129], [-3.042110, 1.021861, 1.513937], [-4.485844, -2.077258, 1.317351], [-2.186953, -2.718774, 2.071415], [-0.277268, -2.215251, 3.130319], [1.827447, -2.783843, 2.541619], [4.168429, -2.298228, 1.836208], [3.125307, 1.909395, 1.485868], [0.820602, 1.398843, 2.285222], [-1.057938, 1.422482, 2.239214], [-3.288403, 2.068521, 1.356332], [3.728935, -3.905043, 5.117517], [2.997162, -2.712664, 5.492647], [3.766989, -1.731323, 6.261070], [1.637951, -2.646140, 5.337480], [1.027489, -1.290310, 5.641178], [0.609774, -1.203115, 7.106529], [-0.918553, -0.970407, 7.112681], [-1.326300, -0.701031, 5.674261], [-0.143624, -0.910028, 4.789474], [0.965595, -3.565774, 4.871640], [3.099244, -4.604272, 4.555335], [4.590897, -3.610716, 4.498285], [4.146106, -4.411105, 6.005072], [3.290090, -0.731986, 6.216692], [3.844632, -2.039557, 7.326967], [4.767065, -1.669423, 5.795963], [1.776029, -0.546231, 5.382242], [0.893524, -2.093815, 7.711163], [1.107112, -0.306884, 7.523194], [-1.417038, -1.866712, 7.507301], [-1.173144, -0.145493, 7.797518], [-2.113005, -1.380739, 5.403745], [-1.727322, 0.307923, 5.560748], [0.079136, 0.127316, 4.495249]],
  "forces_ev_per_angstrom": [[1.440, -0.425, 0.066], [-0.525, 0.564, 0.300], [0.113, 0.028, 0.224], [0.212, 0.116, 0.161], [-1.144, 0.121, -0.158], [-0.038, -1.606, 0.629], [0.669, 0.019, 1.097], [0.072, 0.342, -0.775], [-0.296, 0.374, 0.287], [0.592, 0.258, 0.442], [-1.499, -0.348, -0.020], [-0.443, -0.580, 0.496], [0.495, -0.530, -0.720], [-0.628, -0.020, -0.551], [0.434, -0.492, 0.546], [0.450, 0.308, -0.081], [-0.151, 0.255, 0.163], [0.357, -0.101, -0.828], [0.068, 0.119, 0.048], [-0.273, 0.439, -0.099], [0.072, -0.283, 0.035], [0.289, -0.021, -0.112], [-0.240, 0.142, 0.073], [-0.004, -0.245, -0.039], [0.438, -0.466, -0.009], [-0.790, 0.386, 0.305], [-0.055, 0.131, -0.012], [0.377, -0.720, -1.169], [0.757, -0.273, -0.501], [0.027, 0.775, 0.637], [0.317, -0.393, 0.834], [-1.035, -0.213, 0.018], [0.504, 4.612, -1.199], [0.171, 0.674, 0.297], [0.090, 0.316, 0.278], [-0.274, -0.053, 0.091], [-0.287, 0.089, -0.260], [0.595, -0.656, 0.142], [0.128, 0.200, -0.627], [-0.395, 0.070, 0.424], [-0.045, -0.051, 0.184], [-0.095, 0.644, -0.573], [-0.155, -0.592, 0.094], [0.061, 0.294, -0.252], [0.027, -0.279, -0.429], [-0.340, -0.346, -0.381], [0.195, -0.096, -0.214], [-0.235, -2.487, 1.139]],
  "lowdin_charge": [0.07, -0.23, 0.02, 0.01, -0.20, -0.01, -0.19, -0.01, 0.03, -0.22, 0.06, 0.03, -0.01, -0.01, 0.03, 0.14, 0.13, 0.12, 0.12, 0.13, 0.13, 0.10, 0.09, 0.13, -0.04, -0.14, -0.03, -0.43, -0.22, -0.10, -0.13, -0.13, 0.03, 0.06, 0.10, 0.09, 0.10, 0.08, 0.11, 0.10, 0.12, 0.14, 0.13, 0.12, 0.12, 0.12, 0.13, 0.18],
  "homo_lumo_gap_ev": 8.59,
  "multiplicity": 1,
  "total_energy_ha": -1160.1153,
  "homo_energy_ev": -12.493,
  "charge": 1,
  "relative_energy_kj_mol": 0.00
}

# 3
{
  "formula": "BrH2PS2",
  "method": "ωB97M-V with the def2-TZVPD basis set",
  "symbols": ["S", "P", "S", "Br", "H", "H"],
  "positions_angstrom": [[-0.592576, -1.466508, -0.412615], [0.449282, -0.103734, 0.821332], [0.877095, 1.909714, -0.807641], [-1.065598, 0.727291, 2.157977], [0.043320, -2.531979, 0.085985], [0.288477, 1.465217, -1.845037]],
  "forces_ev_per_angstrom": [[-0.246, 0.480, -0.102], [0.989, 1.371, -1.700], [0.503, -1.088, 3.335], [-0.357, 0.202, 0.003], [0.193, 0.000, 0.106], [-1.082, -0.965, -1.642]],
  "lowdin_charge": [0.24, -0.06, 0.23, 0.14, -0.20, -0.34],
  "homo_lumo_gap_ev": 8.17,
  "multiplicity": 1,
  "total_energy_ha": -3712.9387,
  "homo_energy_ev": -9.327,
  "smiles": "SP(S)Br",
  "charge": 0,
  "relative_energy_kj_mol": 78.49
}

# 4
{
  "formula": "C4H4O3",
  "method": "ωB97M-V with the def2-TZVPD basis set",
  "symbols": ["O", "C", "C", "O", "C", "C", "O", "H", "H", "H", "H"],
  "positions_angstrom": [[3.126828, -1.354166, 0.077436], [2.488190, -0.355937, 0.035448], [2.084652, 0.794152, -0.764726], [1.684134, 1.714657, 0.182627], [1.253139, 0.270876, 0.461882], [-0.175806, -0.106526, 0.612994], [-0.688602, -0.495281, -0.645056], [1.826700, 0.901456, -1.803409], [-0.727370, 0.749633, 1.019361], [-0.219628, -0.943547, 1.326844], [-1.613568, -0.749617, -0.547545]],
  "forces_ev_per_angstrom": [[0.175, -0.619, -0.103], [0.073, 0.877, 0.362], [0.047, -0.257, -0.273], [-0.503, -1.551, 0.643], [0.340, 1.516, -0.396], [-0.075, -0.026, 0.209], [-0.123, -0.044, -0.301], [-0.153, -0.042, -0.154], [0.113, -0.118, 0.048], [0.004, 0.232, -0.067], [0.103, 0.032, 0.031]],
  "lowdin_charge": [0.13, -0.32, -0.06, 0.04, -0.09, -0.18, -0.04, 0.15, 0.13, 0.14, 0.10],
  "homo_lumo_gap_ev": 10.03,
  "multiplicity": 1,
  "total_energy_ha": -380.3927,
  "homo_energy_ev": -9.531,
  "smiles": "O=C1[C@@H]2O[C@]12CO",
  "charge": 0,
  "relative_energy_kj_mol": 405.16
}

# 5
{
  "formula": "C2H4N2O",
  "method": "ωB97M-V with the def2-TZVPD basis set",
  "symbols": ["C", "C", "N", "N", "O", "H", "H", "H", "H"],
  "positions_angstrom": [[0.789666, -0.368319, 0.231975], [-1.381368, 0.368485, -0.126655], [3.282320, -0.053885, -0.183942], [2.113735, -0.196302, -0.010827], [-0.047865, 0.709398, 0.172921], [0.445339, -1.349049, 0.506301], [-1.490052, 0.018964, -1.158612], [-1.965179, 1.276225, 0.011851], [-1.746597, -0.405519, 0.556992]],
  "forces_ev_per_angstrom": [[3.437, 0.476, -0.694], [-0.303, -0.106, -0.136], [-4.823, -0.550, 0.731], [0.870, 0.163, -0.121], [0.697, 0.145, 0.156], [0.107, -0.097, 0.057], [0.054, -0.005, 0.046], [0.001, -0.074, -0.005], [-0.041, 0.048, -0.035]],
  "lowdin_charge": [-0.20, -0.10, 0.16, -0.09, -0.15, 0.11, 0.09, 0.09, 0.09],
  "homo_lumo_gap_ev": 8.34,
  "multiplicity": 1,
  "total_energy_ha": -263.2446,
  "homo_energy_ev": -7.757,
  "charge": 0,
  "relative_energy_kj_mol": 311.52
}

# 6
{
  "formula": "C4H4N4",
  "method": "ωB97M-V with the def2-TZVPD basis set",
  "symbols": ["C", "C", "C", "N", "N", "N", "N", "C", "H", "H", "H", "H"],
  "positions_angstrom": [[0.893508, -0.508031, -1.335895], [1.152125, -0.751376, 0.042596], [0.163802, -0.121021, 0.701938], [-0.540695, 0.161119, 1.829667], [-1.610720, 0.948390, 1.573420], [-1.700593, 1.017495, 0.346555], [-0.678910, 0.355548, -0.242076], [-0.246530, 0.228543, -1.524785], [1.389593, -0.997349, -2.179833], [1.939429, -1.345627, 0.398918], [-0.039847, 0.338673, 2.825066], [-0.721164, 0.673636, -2.435571]],
  "forces_ev_per_angstrom": [[0.438, -0.869, -1.504], [0.934, -0.403, -0.905], [-1.270, -0.126, -0.436], [2.958, 0.249, 5.857], [0.568, -0.575, 0.638], [-1.506, 1.187, -2.426], [-1.789, 2.129, 0.407], [0.066, -0.141, -0.744], [0.262, 0.475, 0.521], [0.796, -0.469, 0.546], [-1.840, -0.750, -3.335], [0.382, -0.708, 1.382]],
  "lowdin_charge": [-0.11, -0.05, -0.30, 0.03, 0.00, 0.05, -0.09, -0.07, 0.10, 0.08, 0.22, 0.13],
  "homo_lumo_gap_ev": 9.08,
  "multiplicity": 1,
  "total_energy_ha": -373.7500,
  "homo_energy_ev": -8.254,
  "smiles": "c1cc2[nH]nnn2c1",
  "charge": 0,
  "relative_energy_kj_mol": 249.22
}